[1]
One molecule with the formula C21H15F2N3O5S3 at a distorted geometry, computed with ωB97M-V with the def2-TZVPD basis set.

```
49
Properties=species:S:1:pos:R:3:lowdin_charge:R:1
C 2.915 -0.989 4.735 -0.12
S 1.262 -1.532 4.218 0.66
O 0.867 -2.641 5.038 -0.31
O 0.403 -0.375 4.173 -0.33
C 1.500 -2.089 2.532 -0.29
C 1.882 -3.397 2.263 -0.05
C 2.053 -3.818 0.959 0.01
C 1.825 -2.913 -0.076 -0.30
N 1.927 -3.173 -1.409 0.12
C 1.621 -2.153 -2.128 -0.53
N 1.698 -2.184 -3.486 0.14
C 1.300 -1.251 -4.433 -0.43
O 1.625 -1.393 -5.583 0.12
C 0.440 -0.154 -3.909 -0.24
C -0.891 -0.423 -3.601 -0.05
C -1.696 0.570 -3.081 -0.01
C -1.178 1.843 -2.849 -0.29
N -1.976 2.849 -2.311 -0.05
S -1.555 3.742 -0.949 0.67
O -0.136 3.887 -0.912 -0.27
O -2.393 4.897 -0.968 -0.27
C -2.094 2.686 0.402 -0.27
C -1.180 1.996 1.174 -0.04
C -1.624 1.213 2.230 0.03
C -2.986 1.124 2.474 -0.19
F -3.431 0.366 3.479 0.11
C -3.900 1.821 1.685 -0.19
F -5.213 1.730 1.931 0.10
C -3.453 2.615 0.646 0.02
C 0.141 2.123 -3.196 -0.01
C 0.940 1.133 -3.734 -0.04
S 1.171 -0.684 -1.233 1.17
C 1.430 -1.588 0.228 -0.43
C 1.276 -1.166 1.533 -0.07
H 2.841 -0.621 5.750 0.07
H 3.234 -0.201 4.066 0.07
H 3.577 -1.844 4.687 0.07
H 2.018 -4.072 3.092 0.12
H 2.348 -4.827 0.724 0.12
H 2.168 -3.004 -3.860 0.17
H -1.291 -1.413 -3.763 0.13
H -2.730 0.360 -2.846 0.12
H -2.968 2.670 -2.333 0.12
H -0.131 2.104 0.948 0.11
H -0.950 0.682 2.888 0.09
H -4.147 3.194 0.058 0.13
H 0.528 3.114 -3.027 0.11
H 1.961 1.350 -4.006 0.13
H 0.974 -0.163 1.780 0.10
```

SMILES = CS(=O)(=O)c1ccc2nc(NC(=O)c3ccc(NS(=O)(=O)c4ccc(F)c(F)c4)cc3)sc2c1
electronic energy = -74668.965 eV
max |F| = 0.02483 Eh/bohr

***

[2]
C34H38BCrF3N9O3 as an isolated structure, computed with ωB97M-V with the def2-TZVPD basis set.

```
89
Properties=species:S:1:pos:R:3:lowdin_spin:R:1
Cr -1.894 -0.480 1.066 0.96
C -3.782 -0.187 4.876 0.00
C -2.727 -0.568 3.871 0.00
O -3.035 -0.334 2.641 0.01
C -1.540 -1.106 4.312 0.00
C -0.442 -1.493 3.487 0.00
C 0.756 -2.127 4.137 0.00
N -0.451 -1.293 2.204 0.00
N 0.652 -1.796 1.488 0.00
C 0.443 -1.611 0.232 0.00
O -0.629 -1.011 -0.243 0.01
C 1.410 -2.155 -0.752 0.00
C 1.040 -2.242 -2.091 0.00
C 1.909 -2.800 -3.021 0.00
C 3.144 -3.283 -2.614 0.00
C 3.519 -3.187 -1.277 0.00
C 2.660 -2.619 -0.351 0.00
H -4.678 0.155 4.361 0.00
H -3.412 0.614 5.520 0.00
H -4.033 -1.037 5.511 0.00
H -1.445 -1.280 5.375 0.00
H 0.596 -2.237 5.207 0.00
H 1.642 -1.514 3.963 0.00
H 0.962 -3.099 3.691 0.00
H 0.058 -1.894 -2.386 0.00
H 1.614 -2.867 -4.062 0.00
H 3.818 -3.731 -3.334 0.00
H 4.483 -3.564 -0.958 0.00
H 2.938 -2.542 0.692 0.00
B -4.924 -1.411 -0.098 0.00
N -3.953 -2.563 0.320 0.00
C -4.225 -3.867 0.371 0.00
C -3.147 -4.528 0.936 0.00
C -2.232 -3.517 1.212 0.00
N -2.725 -2.332 0.836 -0.01
N -4.111 -0.396 -0.960 0.00
C -4.372 0.072 -2.177 0.00
C -3.464 1.081 -2.481 0.00
C -2.663 1.166 -1.352 0.00
N -3.064 0.276 -0.432 -0.01
H -5.318 -0.844 0.897 0.00
H -5.806 -1.877 -0.782 0.00
H -5.161 -4.247 -0.003 0.00
H -3.037 -5.583 1.119 0.00
H -1.243 -3.599 1.631 0.00
H -5.191 -0.327 -2.753 0.00
H -3.391 1.658 -3.387 0.00
H -1.815 1.806 -1.151 0.00
C 5.576 0.862 -2.848 0.00
C 4.228 0.153 -2.785 0.00
N 3.306 0.550 -3.846 0.00
C 3.522 0.023 -5.193 0.00
C 4.185 1.017 -6.139 0.00
C 2.267 1.402 -3.670 0.00
O 1.519 1.730 -4.580 0.00
C 2.033 1.923 -2.279 0.00
C 2.767 2.972 -1.753 0.00
C 2.466 3.426 -0.481 0.00
C 1.439 2.806 0.211 0.00
N 0.696 1.819 -0.292 0.00
C 0.989 1.400 -1.524 0.00
H 6.184 0.586 -1.984 0.00
H 5.446 1.946 -2.845 0.00
H 6.126 0.588 -3.750 0.00
H 3.753 0.336 -1.825 0.00
H 4.373 -0.922 -2.863 0.00
H 2.549 -0.256 -5.596 0.00
H 4.125 -0.881 -5.090 0.00
H 3.541 1.886 -6.271 0.00
H 4.346 0.556 -7.116 0.00
H 5.151 1.350 -5.756 0.00
H 3.559 3.436 -2.333 0.00
H 3.011 4.250 -0.040 0.00
H 1.189 3.126 1.219 0.00
H 0.363 0.608 -1.922 0.00
F -1.185 4.021 6.008 0.00
C -1.814 4.424 4.896 0.00
F -3.109 4.591 5.196 0.00
F -1.319 5.629 4.569 0.00
C -1.638 3.438 3.770 0.00
C -0.554 2.585 3.745 0.00
C -0.478 1.650 2.726 0.00
N -1.413 1.517 1.785 0.00
C -2.409 2.413 1.775 0.00
C -2.561 3.384 2.743 0.00
H 0.209 2.620 4.509 0.00
H 0.359 0.969 2.663 0.00
H -3.129 2.318 0.975 0.00
H -3.398 4.068 2.702 0.00
```

electronic energy = -92681.745 eV
2S+1 = 2
max |F| = 0.01568 Eh/bohr
⟨S²⟩ = 0.76

***

[3]
C11H7ClF3N2O4S as an isolated structure, computed with ωB97M-V with the def2-TZVPD basis set.

```
29
Properties=species:S:1:pos:R:3:lowdin_charge:R:1
O 1.629 -3.052 -3.301 -0.04
C 0.905 -2.139 -2.880 -0.70
O 0.713 -1.003 -3.364 -0.07
C 0.039 -2.422 -1.634 -0.05
C -0.923 -1.524 -1.301 -0.06
C -1.723 -1.697 -0.148 -0.64
Cl -2.875 -0.433 0.199 0.66
C -1.613 -2.744 0.698 -0.07
C -0.627 -3.704 0.374 -0.37
N -0.354 -4.799 1.090 -0.27
S 0.834 -5.557 0.329 0.96
N 1.085 -4.554 -0.914 -0.21
C 0.203 -3.567 -0.779 -0.30
H -1.066 -0.645 -1.903 0.10
H -2.226 -2.845 1.574 0.10
C 1.987 1.918 -0.093 -0.05
C 1.797 2.713 1.182 -0.20
O 0.644 3.574 1.089 0.03
C -0.521 2.992 1.341 -0.41
O -0.697 1.858 1.661 0.16
C -1.657 4.017 1.184 -0.55
F -1.496 4.766 0.087 0.17
F -1.675 4.841 2.248 0.15
F -2.834 3.409 1.112 0.17
H 2.049 2.584 -0.953 0.09
H 2.904 1.333 -0.037 0.09
H 1.156 1.235 -0.262 0.08
H 2.640 3.381 1.352 0.12
H 1.702 2.063 2.050 0.12
```

net charge = -1
electronic energy = -54203.256 eV
max |F| = 0.01576 Eh/bohr

***

[4]
A 2-piece molecular cluster, C4H10O overall at a distorted geometry, computed with ωB97M-V with the def2-TZVPD basis set.

```
15
Properties=species:S:1:pos:R:3:lowdin_charge:R:1
C -1.913 -0.321 -2.179 0.00
C -1.213 -0.394 -1.048 -0.21
C 0.267 -0.618 -1.026 -0.28
C 1.032 0.667 -0.752 -0.12
H -2.984 -0.365 -2.249 0.05
H -1.291 -0.209 -3.061 0.06
H -1.694 -0.211 -0.086 0.10
H 0.656 -1.052 -1.950 0.10
H 0.541 -1.384 -0.295 0.10
H 0.881 1.442 -1.510 0.08
H 2.090 0.499 -0.653 0.06
H 0.769 1.184 0.172 0.07
O 0.598 0.366 5.040 -0.07
H 0.999 -0.518 4.992 0.04
H 1.261 0.913 4.605 0.03
```

SMILES = C=CCC.O
electronic energy = -6356.630 eV
max |F| = 0.02201 Eh/bohr

***

[5]
C30H71CrF12N4O16S2 as an isolated structure at a distorted geometry, computed with ωB97M-V with the def2-TZVPD basis set.

```
136
Properties=species:S:1:pos:R:3:lowdin_spin:R:1
Cr 14.084 -0.419 -23.278 2.79
C 13.497 1.176 -26.059 0.01
O 14.252 2.367 -26.101 0.00
O 13.613 0.531 -24.908 0.06
C 12.052 1.265 -26.547 0.00
F 11.964 1.932 -27.712 0.00
F 11.570 0.025 -26.794 0.00
F 11.199 1.884 -25.714 0.00
C 13.613 3.617 -25.934 0.00
C 14.630 4.717 -26.182 0.00
H 14.955 4.614 -27.218 0.00
H 14.220 5.706 -25.998 0.00
H 15.527 4.505 -25.596 0.00
H 13.235 3.665 -24.906 0.00
H 12.794 3.798 -26.638 0.00
H 13.975 0.604 -26.880 0.00
C 15.681 1.917 -21.729 0.01
O 15.976 1.401 -20.393 0.00
O 15.139 0.903 -22.337 0.08
C 14.892 3.231 -21.739 0.00
F 15.104 3.795 -22.947 0.00
F 13.579 3.037 -21.637 0.00
F 15.276 4.154 -20.869 0.00
C 16.754 2.194 -19.527 0.00
C 16.854 1.480 -18.206 0.00
H 17.110 2.157 -17.392 0.00
H 15.908 0.982 -17.990 0.00
H 17.607 0.687 -18.209 0.00
H 16.290 3.164 -19.343 0.00
H 17.718 2.471 -19.977 0.00
H 16.712 2.115 -22.078 0.00
C 14.939 -3.467 -25.871 0.00
F 15.600 -2.646 -26.640 0.00
F 13.622 -3.250 -26.064 0.00
F 15.169 -4.714 -26.195 0.00
S 15.221 -3.255 -24.019 0.01
O 13.942 -3.488 -23.410 0.00
O 16.230 -4.174 -23.644 0.00
N 15.521 -1.600 -23.949 0.01
S 17.159 -1.398 -24.228 0.00
O 17.808 -1.104 -22.994 0.00
O 17.754 -2.416 -25.033 0.00
C 17.343 0.151 -25.244 0.00
F 18.667 0.320 -25.358 0.00
F 16.788 -0.029 -26.429 0.00
F 16.852 1.187 -24.609 0.00
C 19.507 3.688 -28.654 0.00
C 19.426 2.371 -27.905 0.00
O 20.732 1.988 -27.489 0.00
H 18.606 4.280 -28.637 0.00
H 19.741 3.464 -29.702 0.00
H 20.380 4.249 -28.317 0.00
H 19.033 1.567 -28.542 0.00
H 18.718 2.471 -27.071 0.00
H 20.637 1.221 -26.915 0.00
C 9.147 -0.876 -28.840 0.00
C 9.625 0.296 -29.662 0.00
O 9.299 0.074 -31.062 0.00
H 9.443 -1.819 -29.310 0.00
H 8.061 -0.884 -28.934 0.00
H 9.580 -0.863 -27.845 0.00
H 10.691 0.551 -29.676 0.00
H 9.129 1.232 -29.374 0.00
H 10.081 0.206 -31.598 0.00
C 10.638 5.522 -23.848 0.00
C 10.190 6.839 -24.432 0.00
O 11.107 7.313 -25.493 0.00
H 9.931 5.117 -23.118 0.00
H 11.639 5.543 -23.413 0.00
H 10.630 4.740 -24.618 0.00
H 10.278 7.684 -23.743 0.00
H 9.198 6.759 -24.870 0.00
H 11.862 7.599 -24.968 0.00
C 11.736 3.589 -31.293 0.00
C 13.199 3.817 -31.000 0.00
C 13.403 4.956 -30.005 0.00
O 13.057 6.162 -30.626 0.00
C 13.249 7.285 -29.812 0.00
N 13.782 2.534 -30.523 0.00
H 11.572 2.700 -31.907 0.00
H 11.310 4.428 -31.844 0.00
H 11.122 3.459 -30.395 0.00
H 13.808 4.034 -31.880 0.00
H 14.463 4.821 -29.736 0.00
H 12.850 4.875 -29.055 0.00
H 14.221 7.760 -30.022 0.00
H 13.179 7.079 -28.742 0.00
H 12.547 8.068 -30.109 0.00
H 13.152 2.205 -29.797 0.00
H 14.723 2.742 -30.205 0.00
C 13.075 -1.389 -19.141 0.00
C 12.896 -0.982 -20.614 0.00
C 12.359 0.399 -20.862 0.00
O 12.420 0.645 -22.268 0.00
C 11.374 1.501 -22.725 0.00
N 14.061 -1.440 -21.482 -0.01
H 12.128 -1.591 -18.652 0.00
H 13.560 -0.565 -18.606 0.00
H 13.778 -2.219 -19.084 0.00
H 12.095 -1.646 -20.970 0.00
H 12.799 1.205 -20.275 0.00
H 11.290 0.348 -20.622 0.00
H 11.540 1.657 -23.785 0.00
H 11.406 2.434 -22.169 0.00
H 10.391 1.040 -22.582 0.00
H 14.924 -1.546 -20.935 0.00
H 13.804 -2.435 -21.448 0.00
C 9.920 5.281 -28.016 0.00
C 8.555 4.861 -27.457 0.00
C 7.534 5.946 -27.502 0.00
O 6.341 5.467 -26.934 0.00
C 5.187 6.224 -27.201 0.00
N 8.147 3.630 -28.137 0.00
H 10.472 4.355 -28.117 0.00
H 10.350 6.056 -27.375 0.00
H 9.756 5.889 -28.914 0.00
H 8.763 4.587 -26.406 0.00
H 7.386 6.239 -28.555 0.00
H 7.893 6.831 -26.957 0.00
H 5.356 7.313 -27.200 0.00
H 4.365 5.940 -26.554 0.00
H 4.864 6.071 -28.252 0.00
H 8.733 2.896 -27.753 0.00
H 7.184 3.364 -27.966 0.00
C 11.450 -1.736 -24.969 0.00
O 12.261 -1.572 -23.795 0.01
H 11.141 -2.779 -25.038 0.00
H 10.570 -1.088 -24.941 0.00
H 11.987 -1.477 -25.869 0.00
H 11.823 -2.076 -23.104 0.00
C 15.988 -0.934 -29.143 0.00
O 15.813 -0.636 -30.509 0.00
H 15.126 -0.605 -28.562 0.00
H 16.039 -2.021 -29.069 0.00
H 16.952 -0.558 -28.800 0.00
H 15.288 0.161 -30.643 0.00
```

electronic energy = -153679.033 eV
2S+1 = 4
max |F| = 0.06681 Eh/bohr
⟨S²⟩ = 3.76